A 3-piece molecular cluster, C16H11Cl6O2 overall in a non-equilibrium geometry, computed with ωB97M-V with the def2-TZVPD basis set.

XYZ file:
```
35
Properties=species:S:1:pos:R:3:nbo_charge:R:1
C -1.019 2.497 3.519 -0.662
C -2.416 2.107 2.926 -0.030
Cl -2.629 0.429 2.306 -0.021
C -3.418 3.021 2.859 -0.107
Cl -3.095 4.692 3.467 -0.053
C -4.842 2.706 2.279 0.697
O -5.466 3.594 1.666 -0.728
O -5.408 1.553 2.447 -0.766
H -1.199 2.856 4.571 0.225
H -0.302 1.641 3.512 0.220
H -0.598 3.389 2.981 0.228
Cl 0.473 -3.042 -2.982 0.006
C -1.117 -2.752 -2.361 -0.075
C -1.449 -1.573 -1.702 -0.059
Cl -0.307 -0.301 -1.461 0.033
C -2.739 -1.393 -1.214 -0.213
C -3.695 -2.383 -1.386 -0.185
C -3.364 -3.559 -2.049 -0.213
C -2.077 -3.742 -2.535 -0.225
H -3.005 -0.478 -0.697 0.259
H -4.697 -2.239 -1.002 0.229
H -4.109 -4.333 -2.187 0.214
H -1.824 -4.660 -3.050 0.223
Cl 2.144 1.269 -0.011 0.051
C 3.686 0.647 -0.470 -0.055
C 4.778 1.474 -0.711 -0.071
Cl 4.681 3.192 -0.557 0.027
C 5.996 0.919 -1.087 -0.219
C 6.126 -0.456 -1.219 -0.210
C 5.037 -1.282 -0.974 -0.205
C 3.820 -0.731 -0.600 -0.214
H 6.849 1.559 -1.278 0.227
H 7.077 -0.883 -1.514 0.215
H 5.136 -2.356 -1.074 0.218
H 2.973 -1.380 -0.412 0.241
```

Properties
Kohn-Sham gap = 6.23 eV
E_tot = -96001.2778 eV
LUMO = 2.12 eV
HOMO level = -0.1511 Eh
Net charge = -1

A 2-piece molecular cluster, C4H9NO overall in a non-equilibrium geometry, computed with ωB97M-V with the def2-TZVPD basis set.

XYZ file:
```
15
Properties=species:S:1:pos:R:3:nbo_charge:R:1
C 1.952 0.453 -0.476 -0.635
C 1.179 -0.221 0.651 -0.022
O 0.787 -1.496 0.388 -0.739
H 1.718 -0.170 1.608 0.168
H 2.866 -0.104 -0.689 0.210
H 1.340 0.478 -1.380 0.200
H 2.215 1.475 -0.208 0.206
C -1.776 -0.875 -0.175 -0.769
C -1.612 0.433 0.121 0.473
N -1.716 1.648 0.054 -0.614
H -2.639 2.053 -0.084 0.398
H 0.176 0.386 0.749 0.131
H -2.255 -1.494 0.572 0.268
H -0.282 -1.422 0.076 0.455
H -1.953 -1.144 -1.208 0.271
```

Properties
Kohn-Sham gap = 9.72 eV
E_tot = -7828.5032 eV
LUMO = 0.34 eV
HOMO level = -0.3445 Eh
Net charge = 0
ΔE to the lowest compared entry with this formula, charge and spin = 88.0 kcal per mole